DFT (wB97M-V/def2-TZVPD) results for C12H25NO3S3Zn as an isolated structure.

Calculated values
M   392.93 Da
Total charge   +2
HOMO-LUMO gap   3.011 eV
E_tot   -3725.7458 Ha
Multiplicity   1

Geometry (Å):
C 3.637 -0.726 0.036
C 4.023 0.752 0.053
C 2.847 1.722 0.069
C 1.963 1.637 -1.167
N 0.871 0.596 -1.131
C 0.089 0.612 -2.411
C -0.592 -0.726 -2.700
C -2.091 -0.785 -2.339
C -2.362 -1.753 -1.200
O -2.040 -3.101 -1.565
S -1.260 -3.984 -0.462
O -1.757 -3.605 0.839
O 0.182 -3.195 -0.573
C 0.079 0.712 -0.021
S 0.356 -0.461 1.084
S -1.101 1.906 0.309
C -2.168 0.999 1.490
C -1.986 1.456 2.942
C -1.019 0.600 3.772
H 4.482 -1.314 0.375
H 2.858 -0.889 0.787
H 3.298 -1.070 -0.936
H 4.575 0.923 0.975
H 4.726 0.988 -0.741
H 3.254 2.731 0.082
H 2.306 1.613 1.008
H 1.531 2.611 -1.402
H 2.598 1.350 -1.998
H -0.613 1.443 -2.438
H 0.813 0.803 -3.194
H -0.061 -1.503 -2.162
H -0.493 -0.933 -3.758
H -2.414 0.182 -1.953
H -2.695 -1.047 -3.198
H -3.412 -1.731 -0.924
H -1.783 -1.436 -0.336
H 0.655 -3.345 0.257
H -3.216 1.227 1.114
H -1.997 -0.069 1.356
H -1.702 2.501 2.983
H -2.959 1.373 3.429
H -1.296 0.588 4.817
H -0.014 1.006 3.677
H -0.985 -0.417 3.384
Zn -5.127 1.758 1.770